w:
C5H6N2 | ωB97M-V with the def2-TZVPD basis set

As for the HOMO energy: -0.30352 Ha. As for the orbital gap: 8.8 eV.

Geometry as ORCA input:
```
! RIJCOSX wB97M-V def2-TZVPD def2/J DEFGRID3
* xyz 0 1
C -1.234 -0.777 -0.257
H -0.928 0.059 2.042
C -1.265 0.548 0.797
H -2.032 1.471 0.731
C 1.544 1.036 0.278
N 0.112 0.870 0.064
C 1.420 -1.009 -0.671
H 1.933 -1.740 -1.320
H -1.676 -1.798 -0.017
N 2.203 0.155 -0.447
C 0.104 -0.397 -0.459
H -1.865 -0.397 -1.158
H 1.685 1.981 0.419
*
```

Mulliken atomic charge list, values in e, 2 entries: atom 1 (C): -0.318, atom 2 (H): 0.247

=====

x:
C5H6N2 | ωB97M-V with the def2-TZVPD basis set

As for the HOMO energy: -0.31791 Ha. As for the SMILES: c1cn2c(n1)CC2. As for the orbital gap: 9.6 eV.

Geometry as ORCA input:
```
! RIJCOSX wB97M-V def2-TZVPD def2/J DEFGRID3
* xyz 0 1
C 1.343 0.558 -0.833
H 2.393 0.303 -0.670
C -1.434 -1.543 -0.064
C 0.656 1.261 0.386
N -0.424 -1.491 -1.016
H 1.228 1.063 -1.794
H 1.294 1.565 1.219
H -0.020 2.072 0.105
H -2.222 -2.283 -0.138
N -0.083 0.003 0.612
H -1.867 -0.359 1.797
C 0.345 -0.547 -0.548
C -1.286 -0.592 0.917
*
```

Mulliken atomic charge list, values in e, 2 entries: atom 1 (C): -0.410, atom 2 (H): 0.218

=====

y:
C5H6N2 | ωB97M-V with the def2-TZVPD basis set

As for the HOMO energy: -0.33769 Ha. As for the SMILES: C#CC1=NCCN1. As for the orbital gap: 10.1 eV.

Geometry as ORCA input:
```
! RIJCOSX wB97M-V def2-TZVPD def2/J DEFGRID3
* xyz 0 1
C -1.977 0.754 0.006
H -4.232 1.300 -0.041
H 2.108 -1.059 1.001
H 2.138 -0.283 -1.572
C -3.197 1.013 0.059
H -0.066 -0.016 1.902
C -0.556 0.283 -0.155
N 0.060 -0.336 0.941
C 1.222 -0.573 -0.993
N 0.019 0.154 -1.271
H 1.174 -1.744 -1.011
H 1.869 0.780 0.658
C 1.439 -0.274 0.476
*
```

Mulliken atomic charge list, values in e, 2 entries: atom 1 (C): -0.294, atom 2 (H): 0.405

=====

z:
C5H6N2 | ωB97M-V with the def2-TZVPD basis set

As for the HOMO energy: -0.33131 Ha. As for the orbital gap: 8.5 eV.

Geometry as ORCA input:
```
! RIJCOSX wB97M-V def2-TZVPD def2/J DEFGRID3
* xyz 0 1
H -0.345 1.620 1.426
C 2.053 0.134 -0.056
C -1.925 0.729 -0.465
H -1.652 0.683 -1.536
H 3.099 0.018 -0.307
C -1.484 -0.591 0.104
C 0.338 0.993 0.871
C 1.014 -0.677 -0.407
H -1.884 -0.837 1.091
H -1.506 -1.477 -0.539
N -0.099 -0.134 0.208
N 1.623 1.175 0.732
H 0.960 -1.592 -0.978
*
```

Mulliken atomic charge list, values in e, 2 entries: atom 1 (H): 0.430, atom 2 (C): -0.446

=====

Least stable: w

=====

w:
C5H6N2 | ωB97M-V with the def2-TZVPD basis set

As for the HOMO energy: -0.31987 Ha. As for the SMILES: C=CC(=C)N=C=N. As for the orbital gap: 9.4 eV.

Geometry as ORCA input:
```
! RIJCOSX wB97M-V def2-TZVPD def2/J DEFGRID3
* xyz 0 1
C -0.707 2.078 -0.293
C 0.869 0.233 0.331
H 1.223 -0.964 -1.363
H -1.711 2.417 -0.488
C -0.446 0.777 -0.172
H 0.081 2.810 -0.232
H 1.301 0.743 1.193
C 1.647 -0.437 -0.520
H -1.292 -3.046 1.275
H 2.703 -0.577 -0.344
N -1.398 -0.211 -0.156
N -1.175 -2.517 0.429
C -1.095 -1.307 0.341
*
```

Mulliken atomic charge list, values in e, 2 entries: atom 1 (C): -0.802, atom 2 (C): -0.600

=====

x:
C5H6N2 | ωB97M-V with the def2-TZVPD basis set

As for the HOMO energy: -0.36371 Ha. As for the SMILES: N#C[C@H]1C[C@H]2CN21. As for the orbital gap: 10.8 eV.

Geometry as ORCA input:
```
! RIJCOSX wB97M-V def2-TZVPD def2/J DEFGRID3
* xyz 0 1
N -2.531 1.239 0.670
C 1.150 -0.168 -0.331
H 0.023 -1.624 -1.484
H -0.530 0.039 -1.829
C 0.923 0.953 0.592
H 1.783 1.319 1.145
C -0.772 -0.671 0.320
C -0.096 -0.620 -1.073
H 2.153 -0.518 -0.558
C -1.797 0.354 0.542
H 0.145 1.695 0.419
N 0.529 -0.392 1.023
H -1.157 -1.652 0.604
*
```

Mulliken atomic charge list, values in e, 2 entries: atom 1 (N): -0.468, atom 2 (C): -0.069

=====

y:
C5H6N2 | ωB97M-V with the def2-TZVPD basis set

As for the HOMO energy: -0.33564 Ha. As for the SMILES: C=C(C#N)N1CC1. As for the orbital gap: 9.6 eV.

Geometry as ORCA input:
```
! RIJCOSX wB97M-V def2-TZVPD def2/J DEFGRID3
* xyz 0 1
H -1.052 -2.438 0.278
H -2.150 -0.380 1.387
C -1.632 -0.204 0.353
H -0.947 -1.415 -1.275
H -0.094 2.297 -0.206
C 0.814 1.716 -0.198
C 2.224 -0.180 -0.022
H 1.844 2.197 -0.378
C -0.995 -1.371 -0.282
N 3.297 -0.568 0.022
C 0.870 0.305 0.064
H -1.941 0.525 -0.259
N -0.237 -0.486 0.517
*
```

Mulliken atomic charge list, values in e, 2 entries: atom 1 (H): 0.187, atom 2 (H): 0.201

=====

Least stable: y

=====

w:
C5H6N2 | ωB97M-V with the def2-TZVPD basis set

As for the HOMO energy: -0.29960 Ha. As for the SMILES: Nc1ccccn1. As for the orbital gap: 9.3 eV.

Geometry as ORCA input:
```
! RIJCOSX wB97M-V def2-TZVPD def2/J DEFGRID3
* xyz 0 1
N 1.158 1.011 -1.609
H 2.142 0.015 0.739
C 0.087 -0.530 1.483
H 0.642 1.402 -2.327
C 1.019 -0.148 0.506
H -1.854 -1.135 1.690
H -2.409 -0.789 -0.547
C -1.162 -0.557 1.071
H 0.370 -0.849 2.447
H 1.945 1.524 -1.414
C 0.464 0.288 -0.711
N -0.844 0.106 -1.152
C -1.558 -0.340 -0.177
*
```

Mulliken atomic charge list, values in e, 2 entries: atom 1 (N): -0.441, atom 2 (H): 0.226

=====

x:
C5H6N2 | ωB97M-V with the def2-TZVPD basis set

As for the HOMO energy: -0.34005 Ha. As for the SMILES: C1=N[C@H]1C[C@H]1C=N1. As for the orbital gap: 10.1 eV.

Geometry as ORCA input:
```
! RIJCOSX wB97M-V def2-TZVPD def2/J DEFGRID3
* xyz 0 1
C -0.253 -0.535 1.569
H -1.162 1.431 0.042
H 0.804 0.912 -2.017
H -1.318 -1.632 -0.045
N 1.132 -0.887 -0.775
H 0.741 -0.112 1.740
C 0.552 0.499 -1.037
N -1.385 -0.569 2.073
C -0.980 -0.686 0.358
C 1.656 0.094 -0.195
H -1.562 0.498 -1.414
C -0.900 0.542 -0.541
H 2.555 0.291 0.373
*
```

Mulliken atomic charge list, values in e, 2 entries: atom 1 (C): 0.233, atom 2 (H): 0.267

=====

Least stable: x

=====

w:
C5H6N2 | ωB97M-V with the def2-TZVPD basis set

As for the HOMO energy: -0.31209 Ha. As for the orbital gap: 9.4 eV.

Geometry as ORCA input:
```
! RIJCOSX wB97M-V def2-TZVPD def2/J DEFGRID3
* xyz 0 1
N -1.361 -1.126 0.458
H -1.228 2.247 0.720
C -1.996 0.076 0.731
H 2.071 0.699 0.475
C -1.174 1.180 0.544
H 1.140 -1.442 -1.543
C 1.126 -1.068 -0.517
C 1.393 0.468 -0.348
H 1.665 -1.736 0.151
N -0.033 0.600 0.029
H 1.650 1.016 -1.257
C -0.229 -0.727 -0.005
H -3.026 -0.186 0.561
*
```

Mulliken atomic charge list, values in e, 2 entries: atom 1 (N): -0.670, atom 2 (H): 0.405

=====

x:
C5H6N2 | ωB97M-V with the def2-TZVPD basis set

As for the HOMO energy: -0.31642 Ha. As for the SMILES: Nc1cccnc1. As for the orbital gap: 9.6 eV.

Geometry as ORCA input:
```
! RIJCOSX wB97M-V def2-TZVPD def2/J DEFGRID3
* xyz 0 1
N -0.244 1.826 0.172
C 0.666 -0.699 -0.471
C 0.889 1.701 -0.506
H -1.901 0.930 0.951
H 2.233 0.338 -1.542
H 0.803 -1.718 -0.911
N -1.299 -1.637 0.677
H -1.805 -1.436 1.544
H 1.464 2.648 -0.699
C 1.420 0.434 -0.834
C -0.939 0.722 0.451
H -0.780 -2.559 0.854
C -0.507 -0.550 0.316
*
```

Mulliken atomic charge list, values in e, 2 entries: atom 1 (N): -0.536, atom 2 (C): -0.367

=====

y:
C5H6N2 | ωB97M-V with the def2-TZVPD basis set

As for the HOMO energy (alpha / beta): -0.32603 / -0.29430 Ha. As for the orbital gap (alpha / beta): 8.5 / 7.8 eV.

Geometry as ORCA input:
```
! RIJCOSX wB97M-V def2-TZVPD def2/J DEFGRID3
* xyz 0 1
N 2.691 -0.861 0.797
C 0.315 0.513 -0.925
C 1.002 0.588 0.425
C -1.614 -0.824 0.073
C 1.488 -0.671 0.990
H -2.574 -1.298 -0.057
N -1.167 -0.075 0.992
C -1.108 0.414 -0.444
H 0.430 1.426 -1.510
H 1.229 1.590 0.786
H 0.494 -1.672 0.929
H -1.819 1.224 -0.542
H 0.634 -0.355 -1.516
*
```

Mulliken atomic charge list, values in e, 2 entries: atom 1 (N): -0.476, atom 2 (C): -0.648

=====

z:
C5H6N2 | ωB97M-V with the def2-TZVPD basis set

As for the HOMO energy: -0.35702 Ha. As for the SMILES: N#C[C@H]1[C@H]2CCN21. As for the orbital gap: 10.6 eV.

Geometry as ORCA input:
```
! RIJCOSX wB97M-V def2-TZVPD def2/J DEFGRID3
* xyz 0 1
H -0.368 -1.373 1.032
C -0.880 -0.815 0.247
H -1.778 -1.341 -0.056
C 1.873 0.140 0.612
H 1.836 0.397 -1.497
C -1.073 0.683 0.488
N 2.409 0.066 1.630
N -0.197 1.047 -0.653
C 1.199 0.232 -0.638
H -0.750 1.081 1.437
C -0.038 -0.400 -0.941
H -0.156 -0.770 -1.940
H -2.078 1.053 0.279
*
```

Mulliken atomic charge list, values in e, 2 entries: atom 1 (H): 0.280, atom 2 (C): -0.780

=====

Least stable: y